83
Properties=species:S:1:pos:R:3 method="wB97M-V/def2-TZVPD" homo_lumo_gap_ev="6.19 / 2.95" multiplicity=3 charge=+2 e_lumo_ev="-6.38 / -9.62" s2=2.007
H 2.5964 -2.1345 -4.0277
C -0.1485 4.0281 -2.8753
H -3.0107 2.5163 3.3988
H 0.5169 3.7379 -3.6972
C -1.9747 1.3621 1.9235
H -2.1088 1.4225 -4.7115
C -0.0546 3.0675 -1.6836
C 3.6700 -2.3371 -4.1528
N -1.4152 0.1743 1.6033
H 2.6314 0.6649 -3.6475
H 0.3446 1.3634 -3.9702
H -1.2264 0.0419 -5.3715
H 1.3021 -2.2895 -1.3006
C -1.6382 -0.9117 2.3733
C -2.2842 -0.7872 3.6056
H 3.8244 -1.0968 -1.7872
H -3.5353 -3.4004 -1.7672
C -2.7409 -9.0317 -5.8587
C -0.4145 0.7234 -3.4927
H 6.7752 -0.4290 -2.3612
C -1.5141 -4.0321 -2.1991
C -0.7308 -1.6792 -0.9876
N -3.7158 -9.7527 -5.3094
O -3.7803 1.7914 5.7391
H -2.4420 -1.6964 4.1794
C -2.6193 1.5487 -1.6732
Pt -0.1494 0.0554 -0.1021
H 4.4768 1.4626 -5.9859
C -3.8618 -8.2121 -3.4885
C 3.1840 0.4191 -4.5661
H -2.3343 -1.0189 6.1136
P 4.5644 -0.7186 -4.0900
H -3.0821 2.8739 -3.3649
H 3.3207 -2.7320 -6.2719
H 4.3329 0.5829 -2.0937
H 0.5985 -4.4289 -2.4646
H -5.0681 -9.9942 -3.7476
N -2.9937 -0.2785 6.3197
C -1.9459 -5.2252 -2.8461
H 2.5183 -0.1574 -5.2259
P -0.7972 1.4049 -1.8394
C -2.5995 1.5443 3.1551
H -2.3141 -9.3831 -6.8019
C -0.1422 -3.7316 -2.0773
C -1.5938 0.4912 -4.4385
C 4.5985 -0.4711 -2.2566
C -4.2709 -9.3707 -4.1612
H -2.8134 -1.2904 -0.6132
C -2.3641 -6.2330 -3.3960
H -4.3680 2.7069 -2.1669
H -3.1532 -0.0872 7.2940
C -2.4802 -3.1521 -1.6841
Br 1.5825 1.4261 0.9922
H -3.0607 0.6372 -2.1019
H -2.9640 3.7095 -1.7932
H 4.0633 2.4156 -4.5422
C 5.9831 -0.7802 -1.6882
H 0.0830 -0.2351 -3.2782
H -1.2884 -1.8719 1.9899
H -2.8428 1.5060 -0.5970
H -1.1652 4.1256 -3.2741
H 2.8535 2.1536 -5.8086
H 3.7124 -4.1584 -5.3022
H 0.1670 5.0284 -2.5489
H 6.1245 -1.8541 -1.5214
C 3.9435 -3.0980 -5.4476
H 4.9948 -3.0181 -5.7493
C -2.6876 0.4778 4.0546
C -2.0929 -1.9707 -1.0599
H 6.1041 -0.2766 -0.7237
C -3.1987 0.7505 5.4330
H -4.3374 -7.9309 -2.5499
C -3.2784 2.7833 -2.2892
C 0.2575 -2.5527 -1.4567
H -1.8796 2.1666 1.1946
C -2.2621 -7.8573 -5.2645
H -2.3310 -0.2059 -4.0170
C -2.8310 -7.4312 -4.0483
H 4.0200 -2.9086 -3.2808
H -1.4620 -7.2922 -5.7405
C 3.6804 1.6835 -5.2638
H 0.9937 2.8695 -1.4126
H -0.4872 3.5251 -0.7810

***

59
Properties=species:S:1:pos:R:3 method="wB97M-V/def2-TZVPD" smiles="CCCCCCCCCCCCCCCC(=O)OC(C)C" homo_lumo_gap_ev=10.94 charge=0 e_lumo_ev=0.87
H -0.6167 -1.4741 0.0761
C -1.4536 2.2068 -0.4386
O 4.7546 0.1531 -0.0875
H -3.3644 -2.8779 -0.9171
H -2.4384 1.6312 1.3822
H -3.8086 -3.4778 0.6750
C -0.5982 -2.4977 -0.3007
H -2.7397 -0.7015 0.0304
C 0.9133 1.5630 -1.0443
H 0.3669 -2.9292 -0.0228
H 6.1864 -1.2302 0.4356
H -6.0425 0.7078 1.1206
H 7.9965 -0.0351 -0.8165
H -0.1491 0.9821 0.7432
H -0.7520 -3.4965 -2.2104
C 3.8054 -0.5261 0.5535
C -3.8724 2.7166 0.1920
H -2.1106 3.3552 1.2476
H 2.0646 -0.9053 -0.5671
C 2.3276 1.2359 -0.5632
H -1.4998 -3.3227 1.4571
C 6.1231 -0.1538 0.2285
H -5.3878 -1.5652 1.2541
C -2.4456 2.4764 0.6914
H -4.4636 3.1662 0.9932
C 6.9530 0.2076 -0.9946
H 2.6645 2.0098 0.1292
C -4.8077 -0.9632 0.5506
H 6.4371 1.6932 1.2935
H -1.8104 1.3820 -1.0584
C -3.1205 -2.8137 0.1451
H 6.6047 -0.3446 -1.8636
H -1.6136 -1.9589 -2.1386
H 1.7776 -0.1713 1.0036
O 4.0258 -1.3833 1.3716
H 0.9607 2.4399 -1.6943
H 0.3146 2.6819 0.6943
C 2.4125 -0.1269 0.1179
C -4.5731 1.4400 -0.2787
H -4.4126 0.7531 1.7696
C -1.6951 -3.3172 0.3817
H 6.8641 1.2713 -1.2000
H -3.8387 3.4328 -0.6326
H 0.5346 0.7310 -1.6429
H -3.9086 0.9013 -0.9541
H 3.0042 1.2419 -1.4190
H -5.1951 -1.1659 -0.4509
C -0.0656 1.8539 0.0915
H -1.3859 3.0897 -1.0788
C 6.5505 0.6255 1.4675
H 5.9353 0.3370 2.3163
C -0.7152 -2.4816 -1.8203
C -4.9950 0.5206 0.8762
H 7.5896 0.4101 1.6988
H -5.4562 1.7150 -0.8591
C -3.3410 -1.3837 0.6310
H 0.1423 -1.9782 -2.2633
H -1.6295 -4.3505 0.0314
H -3.0029 -1.2999 1.6672

***

7
Properties=species:S:1:pos:R:3 method="wB97M-V/def2-TZVPD" homo_lumo_gap_ev=7.76 charge=0 e_lumo_ev=-0.48
H -0.1374 1.5641 -0.2440
S -1.9947 -0.6035 -0.7736
O -0.0457 1.4754 0.7239
H 1.8004 0.3203 0.1156
P 0.7507 0.1405 1.2178
C -0.5446 -1.1010 -0.2968
H 0.1712 -1.7959 -0.7428

***

199
Properties=species:S:1:pos:R:3 method="wB97M-V/def2-TZVPD" smiles=COC[C@H](C)N.COC[C@H](C)N.COC[C@H](C)N.COC[C@H](C)N.COC[C@H](C)N.COCCNCCOC.COCCNCCOC.COCCNCCOC.COCCNCCOC.CO.CO.CO homo_lumo_gap_ev=8.36 charge=0 e_lumo_ev=0.13
N 3.5735 2.7648 5.2908
O -0.1054 -1.6283 -1.0943
C 0.4285 -0.9113 0.0179
H -1.9226 1.4203 -8.3986
O -6.4372 0.3020 4.4721
H -5.8924 -1.9007 5.7354
C 8.3649 2.7464 -0.1006
C -1.9029 1.6746 -9.4584
C 6.1808 4.8080 0.4581
H -5.9443 1.4671 -1.7721
C 7.7000 0.6614 -1.0558
O -4.2409 -7.6156 0.4856
H 5.5488 -9.2440 4.8904
H 5.8975 4.1516 7.4341
H -7.7983 2.3026 -2.3320
H 1.0971 -1.4968 0.6489
H -4.6446 2.1128 -2.8838
O 4.6632 2.0768 8.8832
C 2.2018 -6.6155 3.1454
H 2.6177 6.3665 -6.7974
H 7.0772 -3.2958 2.8698
H -9.4599 -2.0420 8.1536
H -4.3952 2.3535 -1.1921
H -4.4356 -7.1501 -1.4722
N -7.0938 -7.7675 -2.0062
H -8.3350 -7.9377 0.4435
H 4.2614 4.7020 7.3173
C 0.7975 -0.4643 -3.8953
C 4.9300 5.7662 0.3881
H 5.3557 2.1294 6.2836
H 7.1114 -2.0141 4.0726
H -6.4893 -7.3226 -2.6819
H -7.6374 6.7276 -0.7655
H 2.4086 5.4048 0.2581
H 3.7007 1.8392 4.9070
H -7.3243 -9.3000 0.0727
H 7.8333 3.2593 1.9348
H 2.2855 4.9309 -1.4077
H 1.4807 -2.8201 -1.2647
H -7.1533 1.7085 3.0733
H -2.5205 4.4587 -8.8097
H -7.9427 -7.2228 -1.9522
C -4.8279 6.8344 -0.3220
H -0.9243 4.9335 5.7650
O -1.4493 2.9831 -9.7545
H -5.1162 6.0056 0.3247
C 4.0509 -7.5361 -9.4054
C 6.7030 -2.9999 3.8499
H 3.6126 0.6759 10.0633
H 3.6287 -10.0412 7.7073
H 0.0940 -1.2079 -4.2699
H -1.1165 -1.5590 -10.3834
H -0.3702 0.1085 -12.2897
H -7.3619 -0.3373 6.8245
H -8.8588 -3.4350 8.7283
H 5.0832 -7.9405 0.2333
H 0.3069 0.3408 -3.3484
O 4.3762 5.9309 -7.6377
C -8.5403 -2.3984 8.6177
H 4.0857 -8.6889 3.2373
H 5.2395 6.8034 0.2595
H 4.5232 -6.0345 -8.2058
N 3.1452 -6.9789 4.1475
N 2.8470 -1.8398 -3.4857
O 4.1302 -6.9047 -8.1064
H -0.2756 -0.7208 0.8279
H 5.2145 -7.5598 5.1754
C -1.1289 0.7189 -11.7999
H 4.8752 -7.3355 -10.0898
H 2.9228 2.5053 8.1923
C -7.9909 4.4972 -2.6169
H 2.2579 -0.4636 -2.2699
O 3.9433 -6.6170 1.2371
H 7.5492 0.2555 -2.0561
N -6.8298 -1.0867 7.2432
H -6.8498 -8.1535 1.3613
H -6.3105 5.3923 -3.2086
H 2.7132 -6.8645 5.0532
H 1.9578 -5.5535 3.1189
H 6.8128 0.4539 -0.4576
N -1.6449 -0.7874 -10.0021
H -5.3648 -5.8999 1.1030
C 4.6181 1.0289 9.8345
H 5.1370 4.5839 5.8566
H -6.8288 2.3193 4.7809
C 3.6206 -8.3512 4.1635
C 2.6575 -7.0806 1.6904
H 4.1214 3.3259 4.6544
H 5.2432 0.1642 9.6120
C 3.6692 6.5637 -6.5887
C 3.7815 1.9757 7.7795
H -7.1814 2.6520 -3.8292
H -9.7562 -2.4943 11.0025
H 4.3568 5.8986 1.3057
H -4.4803 0.1060 5.1402
H -4.0065 -5.6742 0.0877
C 4.7514 -8.5461 5.1458
C -7.6222 6.8221 -2.8281
H 4.8127 -3.5633 3.6775
H 1.0619 -0.1022 -0.3460
N 3.5835 8.5711 -5.2341
C -7.2939 -8.2519 0.3708
H -1.6881 -1.0319 -9.0231
O 4.0901 5.6600 -0.7085
H -9.0529 4.5277 -2.8604
H 5.0749 -6.5224 -0.5703
H 4.5491 4.1532 -8.6940
H 4.0613 3.9658 -7.0768
H -7.8001 4.7431 -1.5723
O -5.9923 3.2999 -2.1040
H -7.2050 7.5137 -3.5600
N -7.2965 5.5410 -3.3691
H 3.9058 7.9541 -4.5023
H 6.1480 7.8214 -5.8575
C -9.2231 -1.6086 10.6568
H 3.6276 0.9153 7.5796
H -2.9715 1.5110 -9.5978
C -0.9135 5.2390 4.7187
H 1.7745 -6.7215 1.1618
H -5.5772 2.0778 3.8390
C -5.6195 -1.0786 6.3970
H -7.6954 -2.7573 6.5045
C 4.3804 -7.1414 -0.0024
H 3.9568 6.1077 -5.6414
H -3.7435 -5.9334 1.7468
H 5.5582 2.9909 -0.0788
C 5.0033 4.0816 6.8147
H 2.9680 4.4244 -8.3503
O -5.5979 6.7209 -1.5499
H 9.2206 2.2537 0.3609
H 3.4745 8.5058 -7.4143
C 3.8929 8.0509 -6.5165
H 5.6453 9.4039 -6.4160
N 5.9839 3.4080 0.7365
H 1.3733 -0.0310 -4.7132
H -4.9887 7.7855 0.1855
H 3.1696 3.8632 -0.3390
H 2.6475 -9.9736 6.2916
H 2.7536 -8.9730 4.3868
C 3.6858 -9.9515 6.6225
H -0.1870 0.6644 -9.9306
H -2.1020 4.8579 -10.5316
H -3.3349 3.7269 -10.1094
C 4.4558 2.6963 6.5220
H -0.7516 1.7291 -11.9583
O -0.8306 4.0224 3.9245
C 3.9484 4.6401 -7.9258
C -2.3447 4.0740 -9.8142
O 5.3313 -2.7577 3.6180
H 4.3049 -10.7412 6.1968
H -4.7010 -1.2287 6.9644
C -6.9658 7.1967 -1.4845
H 0.0902 3.8199 3.7431
H 4.2200 9.3512 -5.1544
C -1.2155 0.5959 -10.2851
H -5.4547 1.1392 6.1967
H -9.9543 -0.9809 10.1474
C 1.7012 -1.1922 -2.8593
C -4.3610 -6.2831 0.9194
H 4.0508 -8.6255 -9.3705
H -6.6417 -6.4470 -0.5679
C 0.8814 -2.1996 -1.9310
H -1.7200 5.9293 4.4715
C 5.4799 8.3348 -6.5490
C -7.4299 -2.4250 7.5081
H -0.0152 5.8320 4.5468
H -2.1068 0.6512 -12.2766
C -5.4636 0.2313 5.5936
H 6.7174 5.1741 1.3334
O 4.2943 -8.6751 6.4054
H 3.3404 -2.2276 -2.6944
H -7.1213 8.2740 -1.4272
C -5.1778 2.2238 -1.9396
H 6.9626 1.8706 1.4415
C -7.2634 3.1044 -2.8409
C 2.9535 4.9112 -0.5466
H 6.6890 5.0190 -0.4829
H -4.5968 -8.8295 -1.1226
C 7.2804 2.8517 1.0884
H 6.8019 -3.6783 4.6973
H 1.3314 -7.1997 3.4441
H 2.3825 -2.5268 -4.0623
H -8.8207 -1.0463 11.4994
H -3.7435 6.7498 -0.3924
H 4.7629 1.3847 10.8545
O 7.8733 2.0337 -1.2860
H 0.3482 -2.9263 -2.5441
C -6.5590 1.6270 3.9834
C -4.8610 -7.8417 -0.7450
H 8.4756 0.1428 -0.4921
H 3.6783 -7.5625 -0.7221
H -8.6896 7.0130 -2.7166
H 3.2365 -7.1746 -10.0333
O -8.1129 -2.0033 9.8465
C -6.4459 -7.5082 -0.7216
H 2.7410 -8.1674 1.6842
H 8.7563 3.7259 -0.3752
H 5.7703 8.1565 -7.5844
H -6.6645 -3.1308 7.8308

***

Energy relative to the best compared isomer or geometry (same formula, charge and spin) values (in eV) by entry order: 1.343; 0.319; 2.095; 7.818.